(1)
The following is a DFT calculation (ωB97M-V/def2-TZVPD) of the molecule C5H6O in a non-equilibrium geometry.

ORCA input file:
```
! wB97M-V def2-TZVPD RIJCOSX def2/J DEFGRID3
* xyz 0 1
O -2.1029 -0.0038 -0.4424
C -0.9310 -0.0080 0.4358
C 0.1190 -1.1054 0.1289
C 1.2580 -0.6922 -0.1814
C 1.1563 0.7599 -0.3076
C -0.0019 1.2200 0.1359
H -1.6961 -0.2645 -1.3074
H -1.3073 -0.0170 1.5249
H -0.2232 -2.1730 0.1735
H 2.0323 -1.4269 -0.1568
H 1.9614 1.5470 -0.5174
H -0.2646 2.1637 0.5138
*
```

Its largest force on an atom is 0.16973 hartree/bohr. As for the HOMO-LUMO gap: 9.69 eV. For the total energy, the calculation gives -269.268258 a.u. The value obtained for the relative energy (zero: lowest compared OMol25 entry of this formula, charge and spin) is 204.7 kJ/mol. The HOMO energy comes out at -8.976 eV.

=====

(2)
The following is a DFT calculation (ωB97M-V/def2-TZVPD) of the molecule C5H6O in a non-equilibrium geometry.

ORCA input file:
```
! wB97M-V def2-TZVPD RIJCOSX def2/J DEFGRID3
* xyz 0 1
C 2.1215 0.3006 0.8946
C 1.5053 -0.1922 -0.0143
C 0.4894 -0.8245 -0.8340
C -0.8758 -0.5022 -0.2141
C -1.2138 0.9290 0.1507
O -1.6574 -1.4001 -0.0050
H 2.4361 0.2757 1.9083
H 0.5363 -0.4988 -1.8759
H 0.5989 -1.9147 -0.7960
H -2.3018 1.0001 0.1308
H -0.7626 1.6721 -0.5144
H -0.8762 1.1550 1.1692
*
```

Its largest force on an atom is 0.02011 hartree/bohr. As for the HOMO-LUMO gap: 10.59 eV. For the total energy, the calculation gives -269.275483 a.u. The value obtained for the relative energy (zero: lowest compared OMol25 entry of this formula, charge and spin) is 185.8 kJ/mol. The HOMO energy comes out at -9.713 eV.

=====

(3)
The following is a DFT calculation (ωB97M-V/def2-TZVPD) of C5H6O as an isolated structure.

ORCA input file:
```
! wB97M-V def2-TZVPD RIJCOSX def2/J DEFGRID3
* xyz 0 1
O -0.1206 -0.7080 -2.2323
C 0.0214 -0.3929 -1.0768
C 0.1928 1.0337 -0.5459
C -0.0373 0.8425 0.9373
C -0.0735 -0.4876 1.4036
C 0.0410 -1.3212 0.1418
H -0.4777 1.7426 -1.0402
H 1.2217 1.3684 -0.7337
H -0.0229 1.6891 1.6264
H -1.1287 0.3216 1.2904
H 1.0307 -1.8002 0.1920
H -0.6795 -2.1405 0.0559
*
```

Its largest force on an atom is 0.01075 hartree/bohr. As for the HOMO-LUMO gap: 9.39 eV. For the total energy, the calculation gives -269.225527 a.u. The value obtained for the relative energy (zero: lowest compared OMol25 entry of this formula, charge and spin) is 316.9 kJ/mol. The HOMO energy comes out at -8.627 eV.

=====

(4)
The following is a DFT calculation (ωB97M-V/def2-TZVPD) of the molecule C5H6O.

ORCA input file:
```
! wB97M-V def2-TZVPD RIJCOSX def2/J DEFGRID3
* xyz 0 1
C -1.6421 0.4133 -0.1501
C -0.6341 -0.7347 -0.2530
C 0.6962 -0.3779 -0.6974
C 1.8825 -0.0969 -0.8708
C 2.2385 0.3831 0.4903
O 1.6457 1.2821 1.0410
H -1.3723 1.1117 0.6474
H -1.7019 0.9733 -1.0859
H -2.6306 0.0007 0.0711
H -0.9662 -1.5156 -0.9400
H -0.5066 -1.2120 0.7302
H 2.9908 -0.2270 1.0172
*
```

Its largest force on an atom is 0.01605 hartree/bohr. As for the HOMO-LUMO gap: 10.55 eV. For the total energy, the calculation gives -269.229789 a.u. The value obtained for the relative energy (zero: lowest compared OMol25 entry of this formula, charge and spin) is 305.7 kJ/mol. The HOMO energy comes out at -9.903 eV.

=====

(5)
The following is a DFT calculation (ωB97M-V/def2-TZVPD) of the molecule C5H6O in a non-equilibrium geometry.

ORCA input file:
```
! wB97M-V def2-TZVPD RIJCOSX def2/J DEFGRID3
* xyz 0 1
O 2.0174 -0.2540 -0.3667
C 0.8528 -0.3048 0.3191
C 0.4279 1.0230 0.2094
C -0.8826 0.9963 -0.1476
C -1.3342 -0.5235 -0.3607
C -0.2484 -1.1771 0.0534
H 1.6428 0.1645 -1.3220
H 0.9160 -0.3831 1.3240
H 0.8691 1.9669 0.2765
H -1.5554 1.8115 -0.2279
H -2.4288 -1.0757 -0.0834
H -0.2767 -2.2440 0.3260
*
```

Its largest force on an atom is 0.14448 hartree/bohr. As for the HOMO-LUMO gap: 9.58 eV. For the total energy, the calculation gives -269.203514 a.u. The value obtained for the relative energy (zero: lowest compared OMol25 entry of this formula, charge and spin) is 374.7 kJ/mol. The HOMO energy comes out at -8.882 eV.

=====

(6)
The following is a DFT calculation (ωB97M-V/def2-TZVPD) of the molecule C5H6O.

ORCA input file:
```
! wB97M-V def2-TZVPD RIJCOSX def2/J DEFGRID3
* xyz 0 1
C 1.1710 -0.4450 0.8654
C -0.1942 0.2453 0.8465
C -0.6307 0.7544 -0.5271
C -0.7502 2.0309 -0.7889
C -0.9174 -0.1995 -1.6464
O -0.5395 -1.3469 -1.6397
H 1.1826 -1.3004 0.1876
H 1.9705 0.2431 0.5758
H 1.3872 -0.8038 1.8790
H -0.1970 1.0841 1.5495
H -0.9681 -0.4515 1.1860
H -1.5141 0.1893 -2.4877
*
```

Its largest force on an atom is 0.01473 hartree/bohr. As for the HOMO-LUMO gap: 9.42 eV. For the total energy, the calculation gives -269.209160 a.u. The value obtained for the relative energy (zero: lowest compared OMol25 entry of this formula, charge and spin) is 359.9 kJ/mol. The HOMO energy comes out at -10.395 eV.

=====

(7)
The following is a DFT calculation (ωB97M-V/def2-TZVPD) of the molecule C5H6O.

ORCA input file:
```
! wB97M-V def2-TZVPD RIJCOSX def2/J DEFGRID3
* xyz 0 1
C 1.2369 -0.6217 0.3529
C 1.0994 0.9000 0.0637
C -0.3205 1.1113 -0.1643
C -1.5021 0.8891 -0.3219
C -2.3064 -0.3157 -0.4386
O -2.0159 -1.2846 0.2271
H 0.9635 -0.7946 1.3953
H 0.5617 -1.2189 -0.2667
H 2.2586 -0.9713 0.1933
H 1.6912 1.2241 -0.7976
H 1.4410 1.4510 0.9424
H -3.1074 -0.3686 -1.1856
*
```

Its largest force on an atom is 0.01432 hartree/bohr. As for the HOMO-LUMO gap: 10.43 eV. For the total energy, the calculation gives -269.253806 a.u. The value obtained for the relative energy (zero: lowest compared OMol25 entry of this formula, charge and spin) is 242.7 kJ/mol. The HOMO energy comes out at -9.974 eV.

=====

(8)
The following is a DFT calculation (ωB97M-V/def2-TZVPD) of the molecule C5H6O.

ORCA input file:
```
! wB97M-V def2-TZVPD RIJCOSX def2/J DEFGRID3
* xyz 0 1
O 0.8153 1.0247 -1.9364
C 0.2353 0.5088 -1.0180
C -0.3291 1.2167 0.1969
C 0.0317 0.1840 1.2417
C 0.0842 -1.0382 0.7127
C 0.0757 -0.9950 -0.7898
H -1.4253 1.2434 0.1155
H 0.0331 2.2384 0.3276
H 0.1885 0.4254 2.2844
H 0.2070 -1.9565 1.2722
H 0.9305 -1.5297 -1.2109
H -0.8289 -1.3739 -1.2851
*
```

Its largest force on an atom is 0.01298 hartree/bohr. As for the HOMO-LUMO gap: 10.48 eV. For the total energy, the calculation gives -269.331690 a.u. The value obtained for the relative energy (zero: lowest compared OMol25 entry of this formula, charge and spin) is 38.2 kJ/mol. The HOMO energy comes out at -9.495 eV.

=====

(9)
The following is a DFT calculation (ωB97M-V/def2-TZVPD) of the molecule C5H6O in a non-equilibrium geometry.

ORCA input file:
```
! wB97M-V def2-TZVPD RIJCOSX def2/J DEFGRID3
* xyz 0 1
C 0.1015 -1.9377 -1.0056
C -0.4679 -1.6134 0.0092
C -0.6125 -0.5039 0.9563
C 0.4679 0.4622 0.4331
C 0.1315 1.4845 -0.5451
O 0.4745 1.8571 0.7740
H 0.5425 -2.3004 -1.8943
H -0.4117 -0.8122 1.9825
H -1.6102 -0.0668 0.8802
H 1.4730 0.0470 0.5141
H -0.9248 1.6149 -0.7784
H 0.8142 1.7739 -1.3366
*
```

Its largest force on an atom is 0.02469 hartree/bohr. As for the HOMO-LUMO gap: 11.11 eV. For the total energy, the calculation gives -269.224230 a.u. The value obtained for the relative energy (zero: lowest compared OMol25 entry of this formula, charge and spin) is 320.3 kJ/mol. The HOMO energy comes out at -10.131 eV.

=====

(10)
The following is a DFT calculation (ωB97M-V/def2-TZVPD) of C5H6O as an isolated structure.

ORCA input file:
```
! wB97M-V def2-TZVPD RIJCOSX def2/J DEFGRID3
* xyz 0 1
C 0.7659 1.7056 -0.2534
C 0.8769 0.5734 -1.0257
C 0.5953 -0.6046 -1.3713
C -0.4953 -1.1063 -0.6049
C -0.3965 -1.2720 0.8490
O -1.0923 -0.0440 0.6554
H 0.3778 2.6224 -0.6951
H -0.3029 0.8587 0.3490
H 1.4940 1.8620 0.5433
H -1.4126 -1.4307 -1.0812
H 0.6097 -1.1663 1.2646
H -1.0199 -1.9981 1.3705
*
```

Its largest force on an atom is 0.01235 hartree/bohr. As for the HOMO-LUMO gap: 9.63 eV. For the total energy, the calculation gives -269.146293 a.u. The value obtained for the relative energy (zero: lowest compared OMol25 entry of this formula, charge and spin) is 525.0 kJ/mol. The HOMO energy comes out at -8.819 eV.